No. 1
Entry from the OMol25 dataset: 2 unconnected molecules or ions with the total composition C7H14N (wB97M-V/def2-TZVPD).

Properties
**Orbital gap (spin up / spin down)**: 0.315 / 0.289 hartree
**2S+1**: 1
**Strongest force on any atom**: 0.1221 hartree/bohr
**DFT total energy**: -329.372204 a.u.
**Net charge**: +1
**ΔE to the lowest compared entry with this formula, charge and spin**: 617.9 kJ/mol

```
22
Properties=species:S:1:pos:R:3:lowdin_charge:R:1
C -1.33736 1.49874 0.69497 0.095
C -1.24291 1.51239 -0.61072 0.063
C 0.88629 -1.10849 1.05203 -0.027
C 0.84035 -0.51101 -1.29161 -0.024
C 1.55423 1.27553 0.47615 0.005
C -2.31683 -1.28502 -0.23487 0.279
C 0.68703 -0.00324 0.14024 -0.617
N -0.70211 0.38642 0.08791 -0.093
H -1.56603 1.64243 1.73916 0.146
H -0.85089 1.95969 -1.53488 0.154
H 1.40380 -1.96487 0.58845 0.107
H 1.49442 -0.79987 1.93066 0.113
H -0.08080 -1.54259 1.25264 0.076
H 0.71500 -1.56517 -1.40205 0.075
H 1.91972 -0.39118 -1.52030 0.111
H 0.28261 0.08810 -2.02446 0.087
H 1.27576 2.04019 -0.28167 0.089
H 1.31048 1.57257 1.49286 0.083
H 2.68542 1.10826 0.44543 0.128
H -2.88872 -0.51552 -0.88704 0.098
H -1.81422 -2.03741 -0.88320 0.063
H -2.25525 -1.35996 0.77030 -0.011
```



No. 2
Entry from the OMol25 dataset: a molecular structure, C15H33InN2O13 (wB97M-V/def2-TZVPD).

Properties
**Orbital gap**: 0.130 hartree
**2S+1**: 1
**Strongest force on any atom**: 0.0665 hartree/bohr
**DFT total energy**: -1868.865053 a.u.
**ΔE to the lowest compared entry with this formula, charge and spin**: 0.0 kJ/mol

```
64
Properties=species:S:1:pos:R:3:lowdin_charge:R:1
In 0.76328 0.63772 0.00941 1.306
O 1.12003 -3.67529 2.79748 0.070
C 1.76338 -2.87150 1.90303 -0.782
O 1.17767 -1.87710 1.44260 -0.021
O 2.90809 -3.23348 1.54307 0.054
H 1.78010 -4.37168 2.95139 0.111
O 3.33295 -1.28930 -3.81961 0.080
C 2.96267 -1.59219 -2.55059 -0.785
O 1.96557 -1.00927 -2.06114 -0.019
O 3.64709 -2.40640 -1.90289 0.071
H 4.06645 -1.92109 -3.94227 0.116
O 5.73034 0.88327 0.77329 0.139
C 4.45847 0.48612 0.63806 -0.763
O 3.52138 1.31199 0.50143 -0.039
O 4.17137 -0.72617 0.68254 0.123
H 5.71955 1.83520 0.58058 0.119
C 1.96273 1.28600 3.43346 -0.078
O 0.71952 1.02055 2.81664 -0.278
C -0.11919 0.20427 3.57063 -0.234
C -1.52975 0.30876 2.98280 -0.165
N -1.45931 -0.09875 1.56195 -0.037
C -2.68862 0.36991 0.88908 -0.188
C -3.90713 -0.48512 1.23907 -0.191
O -3.56451 -1.80645 0.86450 -0.230
C -4.57852 -2.76927 0.92027 -0.105
H 2.48789 2.06758 2.88224 0.085
H 2.59781 0.40176 3.29545 0.108
H 1.83908 1.59385 4.47447 0.095
H -0.12929 0.52276 4.62055 0.127
H 0.15992 -0.85432 3.61667 0.125
H -1.80246 1.36290 3.08628 0.125
H -2.28724 -0.19282 3.59006 0.125
H -1.56014 -1.11206 1.55887 0.106
H -2.64174 0.32175 -0.19948 0.068
H -2.97842 1.39443 1.13197 0.130
H -4.82103 -0.19334 0.70738 0.132
H -4.13234 -0.49725 2.31396 0.120
H -5.11899 -2.73457 1.87272 0.091
H -4.13303 -3.76164 0.85915 0.092
H -5.31304 -2.71563 0.11047 0.091
C -1.27234 -2.57710 -0.84974 -0.072
O -1.16596 -1.20535 -1.13682 -0.274
C -1.91553 -0.79624 -2.24245 -0.228
C -1.85156 0.69552 -2.47994 -0.198
N -0.43430 1.09055 -2.69450 -0.053
C -0.36897 2.53275 -2.99345 -0.192
C 1.06476 3.07049 -2.99125 -0.199
O 1.63840 2.85769 -1.71030 -0.270
C 2.51683 3.91145 -1.36779 -0.098
H -0.76046 -2.84816 0.06897 0.093
H -0.87999 -3.14125 -1.70346 0.107
H -2.31707 -2.89542 -0.73319 0.078
H -2.95065 -1.14188 -2.12531 0.135
H -1.51773 -1.27970 -3.14743 0.138
H -2.27262 1.27230 -1.65523 0.101
H -2.41509 0.93180 -3.39039 0.130
H -0.20967 0.61675 -3.56371 0.126
H -1.04628 3.13106 -2.38794 0.126
H -0.70437 2.58207 -4.04023 0.127
H 0.85741 4.13643 -3.13395 0.125
H 1.68017 2.62978 -3.77411 0.139
H 1.96129 4.79442 -1.02763 0.093
H 3.18623 4.21442 -2.17428 0.098
H 3.08685 3.60348 -0.49143 0.076
```